Below is C26H36F30Li2N7O20S10 as an isolated structure at a distorted geometry, with properties calculated with ωB97M-V/def2-TZVPD.

The value obtained for the HOMO energy is -6.71 eV. The value obtained for the total energy is -9892.7903 a.u. The HOMO-LUMO gap comes out at 6.5 eV. For the LUMO energy, the calculation gives -0.22 eV. The spin multiplicity is 1. As for the charge: -1. As for the largest force on an atom: 5.55 eV/Å.

Geometry as XYZ:
```
131
C26H36F30Li2N7O20S10 | the Open Molecules 2025 dataset | ωB97M-V/def2-TZVPD
Li 0.05 -4.77 -1.41
Li -1.02 -3.64 1.97
C 6.92 1.47 -10.13
C 6.03 2.25 -9.20
C 4.61 2.45 -9.66
N 3.83 3.48 -8.75
C 4.38 4.85 -8.91
C 3.91 3.05 -7.27
C 2.70 3.78 -6.55
C 1.69 3.94 -7.61
C 2.28 3.64 -8.97
H 6.55 0.44 -10.17
H 8.00 1.47 -9.99
H 6.80 1.92 -11.12
H 6.51 3.21 -9.04
H 6.12 1.60 -8.33
H 4.00 1.55 -9.63
H 4.53 2.96 -10.62
H 4.23 5.38 -7.97
H 3.91 5.37 -9.74
H 5.43 4.89 -9.20
H 4.81 3.17 -6.67
H 3.84 1.97 -7.29
H 3.02 4.72 -6.11
H 2.34 3.12 -5.76
H 1.44 5.00 -7.50
H 0.80 3.31 -7.57
H 1.96 4.29 -9.79
H 1.91 2.65 -9.21
C -1.37 3.36 5.57
C -0.96 3.21 7.02
C 0.14 2.12 7.30
N 0.36 2.11 8.86
C -0.92 1.97 9.81
C 0.92 3.40 9.50
C 2.13 2.94 10.20
C 2.65 1.69 9.43
C 1.46 0.90 9.07
H -2.37 3.75 5.40
H -1.33 2.35 5.17
H -0.65 4.01 5.06
H -1.89 3.02 7.56
H -0.75 4.15 7.53
H 1.14 2.27 6.89
H -0.26 1.14 7.06
H -1.33 2.93 9.50
H -0.65 1.69 10.83
H -1.43 1.11 9.38
H 0.35 3.85 10.31
H 1.29 3.98 8.66
H 1.85 2.58 11.19
H 2.88 3.68 10.46
H 3.44 1.17 9.99
H 3.06 2.02 8.48
H 1.09 0.39 9.96
H 1.43 0.24 8.21
C 0.51 -8.61 0.82
F -0.23 -9.04 -0.13
F 0.85 -9.68 1.50
F 1.56 -7.98 0.27
S -0.53 -7.46 2.06
O -1.22 -8.20 3.04
O 0.37 -6.47 2.70
N -1.43 -6.50 0.85
S -2.81 -7.17 0.88
O -2.75 -8.51 0.43
O -3.48 -6.94 2.17
C -3.78 -6.15 -0.56
F -2.94 -6.28 -1.56
F -4.91 -6.73 -0.76
F -3.97 -4.91 -0.17
C -4.90 12.00 0.96
F -5.21 12.61 2.09
F -5.49 12.71 0.04
F -3.60 12.01 0.79
S -5.64 10.16 0.90
O -5.32 9.71 2.28
O -7.08 10.18 0.71
N -4.86 9.47 -0.49
S -3.77 8.57 0.38
O -2.72 9.47 0.85
O -4.33 7.50 1.19
C -2.87 7.56 -1.07
F -3.78 6.72 -1.65
F -2.34 8.20 -2.11
F -1.94 6.79 -0.63
C -6.55 -2.16 5.27
F -7.34 -3.14 4.87
F -6.23 -1.27 4.29
F -7.38 -1.63 6.20
S -4.88 -2.95 6.13
O -3.94 -3.11 5.04
O -4.43 -1.97 7.13
N -5.43 -4.48 6.80
S -5.63 -4.12 8.26
O -4.42 -4.15 9.01
O -6.55 -3.02 8.50
C -6.74 -5.65 8.93
F -7.88 -5.72 8.22
F -6.18 -6.81 8.70
F -6.90 -5.38 10.29
C -0.99 -0.70 -2.53
F -2.24 -1.04 -2.59
F -0.16 -1.62 -3.04
F -0.89 0.54 -3.14
S -0.52 -0.55 -0.70
O 0.04 0.79 -0.44
O -1.68 -0.94 0.06
N 0.54 -1.99 -0.54
S 1.95 -1.25 -0.67
O 1.98 -0.52 -1.90
O 2.31 -0.48 0.59
C 3.23 -2.72 -0.93
F 3.50 -3.46 0.16
F 2.78 -3.50 -1.89
F 4.47 -2.30 -1.22
C 1.68 -9.30 -6.07
F 0.43 -9.55 -5.69
F 2.65 -9.74 -5.28
F 1.88 -9.91 -7.19
S 1.76 -7.31 -6.27
O 0.69 -7.21 -7.25
O 1.55 -6.80 -4.88
N 3.32 -7.03 -6.95
S 3.14 -5.54 -7.49
O 3.16 -5.67 -8.94
O 2.09 -4.74 -6.90
C 4.82 -4.74 -7.12
F 5.00 -4.48 -5.82
F 5.73 -5.63 -7.31
F 5.01 -3.59 -7.70
```

Atomic partial charges in e from the Mulliken method, atoms 1 to 99: atom 1 (Li): 0.95, atom 2 (Li): 0.90, atom 3 (C): -1.51, atom 4 (C): 0.00, atom 5 (C): -0.71, atom 6 (N): 0.32, atom 7 (C): -0.88, atom 8 (C): -0.75, atom 9 (C): -0.86, atom 10 (C): -0.28, atom 11 (C): -0.68, atom 12 (H): 0.34, atom 13 (H): 0.36, atom 14 (H): 0.35, atom 15 (H): 0.34, atom 16 (H): 0.24, atom 17 (H): 0.34, atom 18 (H): 0.40, atom 19 (H): 0.34, atom 20 (H): 0.33, atom 21 (H): 0.34, atom 22 (H): 0.34, atom 23 (H): 0.54, atom 24 (H): 0.39, atom 25 (H): 0.35, atom 26 (H): 0.22, atom 27 (H): 0.37, atom 28 (H): 0.39, atom 29 (H): 0.35, atom 30 (C): -1.38, atom 31 (C): -0.52, atom 32 (C): -0.56, atom 33 (N): 0.19, atom 34 (C): -1.28, atom 35 (C): -0.48, atom 36 (C): -0.79, atom 37 (C): -0.54, atom 38 (C): -0.49, atom 39 (H): 0.38, atom 40 (H): 0.33, atom 41 (H): 0.33, atom 42 (H): 0.34, atom 43 (H): 0.47, atom 44 (H): 0.30, atom 45 (H): 0.55, atom 46 (H): 0.57, atom 47 (H): 0.35, atom 48 (H): 0.45, atom 49 (H): 0.29, atom 50 (H): 0.44, atom 51 (H): 0.31, atom 52 (H): 0.41, atom 53 (H): 0.42, atom 54 (H): 0.28, atom 55 (H): 0.32, atom 56 (H): 0.33, atom 57 (C): 0.71, atom 58 (F): -0.19, atom 59 (F): -0.23, atom 60 (F): -0.21, atom 61 (S): 0.95, atom 62 (O): -0.50, atom 63 (O): -0.70, atom 64 (N): -0.49, atom 65 (S): 0.94, atom 66 (O): -0.60, atom 67 (O): -0.59, atom 68 (C): 0.62, atom 69 (F): -0.21, atom 70 (F): -0.19, atom 71 (F): -0.20, atom 72 (C): 0.69, atom 73 (F): -0.24, atom 74 (F): -0.24, atom 75 (F): -0.21, atom 76 (S): 0.90, atom 77 (O): -0.59, atom 78 (O): -0.63, atom 79 (N): -0.44, atom 80 (S): 1.10, atom 81 (O): -0.62, atom 82 (O): -0.59, atom 83 (C): 0.60, atom 84 (F): -0.26, atom 85 (F): -0.25, atom 86 (F): -0.22, atom 87 (C): 0.63, atom 88 (F): -0.24, atom 89 (F): -0.20, atom 90 (F): -0.21, atom 91 (S): 0.93, atom 92 (O): -0.59, atom 93 (O): -0.58, atom 94 (N): -0.43, atom 95 (S): 1.05, atom 96 (O): -0.64, atom 97 (O): -0.62, atom 98 (C): 0.56, atom 99 (F): -0.22